# 1
The following is a DFT calculation (ωB97M-V with the def2-TZVPD basis set) of a structure of composition C39H48N3P3SW in a non-equilibrium geometry.

```
! RIJCOSX wB97M-V def2-TZVPD def2/J DEFGRID3
* xyz 3 4
W 0.0231 0.9505 0.5302
N 1.2407 2.0093 -0.7854
C 1.9819 -0.6297 0.1464
C 1.7566 -0.6533 1.4723
N -0.7457 0.5765 2.3440
C -2.0497 1.0146 2.8732
C -3.2199 0.3354 2.1837
N -3.1198 0.4945 0.7312
H 2.1153 1.7214 -1.2180
H 1.0016 2.9391 -1.1235
H 2.7947 -0.0207 -0.2350
H 1.5907 -1.4035 -0.4986
H 1.1149 -1.4047 1.9075
H 2.3987 -0.1106 2.1475
H -0.2036 0.1505 3.0824
H -2.1432 2.0966 2.7477
H -2.0880 0.8184 3.9446
H -4.1481 0.7509 2.5824
H -3.2038 -0.7268 2.4091
H -3.4700 1.3971 0.4285
H -3.7234 -0.1772 0.2719
C -1.2642 -1.2672 -2.3126
C -2.0331 -1.9934 -1.2179
P -0.9811 -2.1236 0.2473
C -1.9578 -2.8401 1.5841
C -1.5825 -2.6512 2.9141
C -2.2778 -3.2789 3.9373
C -3.3622 -4.0936 3.6359
C -3.7375 -4.2945 2.3132
C -3.0345 -3.6780 1.2868
C 0.2022 -3.4304 -0.1708
C 0.2681 -4.0391 -1.4257
C 1.1390 -5.0987 -1.6443
C 1.9498 -5.5615 -0.6181
C 1.8780 -4.9775 0.6405
C 1.0095 -3.9226 0.8611
P -0.8193 0.4698 -1.9930
C -2.2606 1.4668 -2.4007
C -3.5029 0.8870 -2.6582
C -4.5828 1.6829 -3.0228
C -4.4279 3.0568 -3.1426
C -3.1890 3.6415 -2.9021
C -2.1159 2.8499 -2.5274
C 0.3996 0.7794 -3.3043
C 0.0810 1.5070 -4.4499
C 1.0107 1.6239 -5.4792
C 2.2489 1.0117 -5.3805
C 2.5685 0.2686 -4.2489
C 1.6491 0.1521 -3.2190
H -1.7948 -1.2468 -3.2686
H -0.3079 -1.7530 -2.5053
H -2.3235 -2.9927 -1.5512
H -2.9452 -1.4729 -0.9487
H -0.7312 -2.0261 3.1586
H -1.9741 -3.1393 4.9666
H -3.9111 -4.5804 4.4313
H -4.5720 -4.9418 2.0779
H -3.3312 -3.8693 0.2627
H -0.3682 -3.7295 -2.2463
H 1.1695 -5.5714 -2.6171
H 2.6203 -6.3924 -0.7912
H 2.4811 -5.3582 1.4545
H 0.9246 -3.5308 1.8671
H -3.6470 -0.1845 -2.6037
H -5.5402 1.2241 -3.2321
H -5.2676 3.6721 -3.4388
H -3.0605 4.7095 -3.0242
H -1.1457 3.3139 -2.3794
H -0.8855 1.9746 -4.5645
H 0.7543 2.1899 -6.3651
H 2.9614 1.0979 -6.1906
H 3.5276 -0.2281 -4.1774
H 1.9061 -0.4566 -2.3628
S -1.7785 3.9788 0.4418
C -1.0640 2.6576 0.4720
C 1.4144 1.9821 3.8312
P 1.6329 2.3592 2.0869
C 1.3414 4.1390 1.9901
C 3.3791 2.1517 1.7156
C 3.9188 2.7650 0.5794
C 5.2733 2.6695 0.3064
C 6.1050 1.9605 1.1682
C 5.5836 1.3596 2.3027
C 4.2244 1.4570 2.5815
H 2.1275 2.5953 4.3864
H 1.5936 0.9334 4.0627
H 0.4023 2.2494 4.1306
H 2.1344 4.6152 2.5690
H 0.3746 4.3930 2.4217
H 1.3887 4.5050 0.9658
H 3.2983 3.3669 -0.0749
H 5.6865 3.1624 -0.5641
H 7.1651 1.8955 0.9615
H 6.2342 0.8249 2.9825
H 3.8465 0.9958 3.4867
*
```

Summary:
Kohn-Sham gap (alpha / beta) ... 6.886 / 4.824 eV
Energy relative to the best compared isomer or geometry (same formula, charge and spin) ... 84.16 kcal/mol
HOMO level (alpha / beta) ... -15.62 / -15.96 eV
Total energy ... -86192.7501 eV

Here are the Mulliken charges for atoms 1 to 6, given in e: number 1, W, carries 2.04; number 2, N, carries -0.55; number 3, C, carries -0.13; number 4, C, carries -1.51; number 5, N, carries 0.14; number 6, C, carries -0.74

---

# 2
The following is a DFT calculation (ωB97M-V with the def2-TZVPD basis set) of a structure of composition C2H5IO2 in a non-equilibrium geometry.

```
! RIJCOSX wB97M-V def2-TZVPD def2/J DEFGRID3
* xyz 0 1
C -0.4286 -0.0727 -0.5203
C 0.4752 -0.8455 0.4984
O 1.5975 -0.0899 0.7902
O 0.6905 -2.0422 -0.1800
I 1.7250 -3.3658 0.8344
H 0.2564 -0.2736 -1.4792
H -0.6359 0.9773 -0.1027
H -1.4172 -0.4691 -0.6633
H -0.0336 -1.0158 1.4629
H 2.0868 -0.0602 -0.0479
*
```

Summary:
Kohn-Sham gap ... 9.026 eV
Energy relative to the best compared isomer or geometry (same formula, charge and spin) ... 36.26 kcal/mol
HOMO level ... -9.55 eV
Total energy ... -14349.1447 eV

Here are the natural (NBO) charges for atoms 1 to 6, given in e: number 1, C, carries -0.65; number 2, C, carries 0.35; number 3, O, carries -0.70; number 4, O, carries -0.71; number 5, I, carries 0.42; number 6, H, carries 0.22

---

# 3
The following is a DFT calculation (ωB97M-V with the def2-TZVPD basis set) of a structure of composition C11H41CaN8O10 in a non-equilibrium geometry.

```
! RIJCOSX wB97M-V def2-TZVPD def2/J DEFGRID3
* xyz 1 1
Ca -12.2323 -2.2676 8.0578
C -13.0344 -5.1900 4.5222
C -12.1085 -4.6092 5.5775
O -12.6937 -3.4520 6.0520
H -13.2339 -4.5343 3.6746
H -13.9952 -5.3923 4.9955
H -12.7505 -6.1011 3.9955
H -11.2059 -4.3910 5.0068
H -11.8103 -5.3299 6.3389
C -8.5012 -3.1563 4.2662
O -7.2923 -3.5317 4.7236
H -8.9754 -4.0412 3.8417
H -9.1810 -2.7310 5.0045
H -8.3434 -2.4931 3.4157
H -7.3643 -3.9433 5.5879
C -13.7584 -3.2308 0.1036
O -13.6395 -1.8218 -0.0137
H -13.9700 -3.4531 1.1495
H -14.4730 -3.5920 -0.6359
H -12.8023 -3.6940 -0.1402
H -13.7772 -1.3428 0.8068
C -13.6204 -6.9460 0.9885
O -14.7023 -7.1770 0.0977
H -13.3273 -7.8869 1.4542
H -12.7548 -6.5603 0.4500
H -13.9168 -6.1829 1.7082
H -15.5284 -6.9443 0.5279
C -15.3161 -6.4013 7.2778
O -15.1947 -4.9919 7.2935
H -16.3368 -6.6406 6.9793
H -14.6860 -6.9356 6.5668
H -15.0622 -6.9140 8.2056
H -14.2994 -4.7106 7.0911
C -15.9315 -2.6706 4.1517
O -15.0575 -1.9541 4.9694
H -16.5966 -3.2931 4.7502
H -16.4736 -1.9948 3.4902
H -15.4792 -3.3758 3.4545
H -14.2920 -2.5150 5.1141
C -9.1378 -3.8185 8.4237
O -10.0132 -2.9823 8.4249
N -9.3883 -5.0499 8.2112
N -7.8491 -3.6687 8.3979
H -10.3185 -5.3339 8.4838
H -8.6249 -5.7047 8.1186
H -7.2582 -4.4471 8.6527
H -7.5068 -2.7238 8.4983
C -11.8121 -1.2326 2.6755
O -12.1350 -0.2796 1.9531
N -12.3425 -1.6349 3.7837
N -10.7099 -1.8045 2.4940
H -13.2371 -1.2288 4.0181
H -12.1058 -2.4166 4.3778
H -10.5168 -2.6086 3.0738
H -10.1177 -1.4585 1.7525
C -9.1474 -7.7814 5.2047
O -10.1266 -8.3225 4.6937
N -8.0481 -8.3381 5.6059
N -9.0303 -6.5453 5.4606
H -7.8710 -9.3321 5.6307
H -7.2187 -7.8862 5.9637
H -8.1703 -6.1996 5.8620
H -9.7460 -5.8512 5.2991
C -17.7019 -6.0355 2.0796
O -17.0894 -6.3035 1.0362
N -17.1163 -5.7625 3.1708
N -19.0029 -5.9708 2.2186
H -16.1126 -5.7746 3.2826
H -17.5933 -5.5353 4.0317
H -19.5051 -6.2938 1.4040
H -19.4369 -5.9032 3.1281
*
```

Summary:
Kohn-Sham gap ... 5.101 eV
Energy relative to the best compared isomer or geometry (same formula, charge and spin) ... 173.23 kcal/mol
HOMO level ... -10.60 eV
Total energy ... -62899.4452 eV

Here are the Mulliken charges for atoms 1 to 6, given in e: number 1, Ca, carries 1.55; number 2, C, carries 0.19; number 3, C, carries 0.07; number 4, O, carries -0.35; number 5, H, carries -0.19; number 6, H, carries -0.23

---

# 4
The following is a DFT calculation (ωB97M-V with the def2-TZVPD basis set) of a cluster of 3 separate species, C4H11N3O in total in a non-equilibrium geometry.

```
! RIJCOSX wB97M-V def2-TZVPD def2/J DEFGRID3
* xyz 0 1
C -0.7392 0.0573 0.4000
C 0.5234 0.2874 -0.1465
C -0.1359 2.3760 0.8694
C 0.4702 -1.7356 -0.7697
N -1.8874 0.1601 -0.2982
N 1.4788 -2.4398 -0.2084
O 1.6738 0.1724 0.6119
N -0.3057 -2.1852 -1.6604
H 1.6498 0.9313 1.2197
H -0.7907 -0.4156 1.3728
H 0.6069 0.7316 -1.1314
H -2.7656 -0.0245 0.1580
H -1.9156 0.7576 -1.1107
H 2.1628 -1.9306 0.3271
H 1.7183 -3.3421 -0.6041
H -1.0901 -1.5648 -1.8654
H 0.7754 2.9584 1.0337
H -0.6861 2.7991 0.0251
H -0.7431 2.4072 1.7772
*
```

Summary:
Kohn-Sham gap (alpha / beta) ... 7.055 / 7.057 eV
Energy relative to the best compared isomer or geometry (same formula, charge and spin) ... 140.86 kcal/mol
HOMO level (alpha / beta) ... -6.39 / -6.39 eV
Total energy ... -10839.1029 eV

Here are the natural (NBO) charges for atoms 1 to 6, given in e: number 1, C, carries 0.17; number 2, C, carries 0.15; number 3, C, carries -1.01; number 4, C, carries 0.39; number 5, N, carries -0.77; number 6, N, carries -0.85

---

- The highest energy relative to the best compared isomer or geometry (same formula, charge and spin) belongs to which entry?
  C11H41CaN8O10